1.
The following is a quantum chemistry calculation of a structure of composition C11H29ClCoNO5 at a distorted geometry, from the OMol25 dataset.

```
48
Properties=species:S:1:pos:R:3
Co -1.890 0.051 0.365
Cl 0.691 0.179 0.109
C 4.129 0.013 -1.928
C 5.147 -0.790 -2.852
O 4.557 -2.038 -2.902
O 3.836 -0.688 -0.777
H 3.202 0.124 -2.489
H 4.483 1.020 -1.704
H 6.213 -0.787 -2.627
H 5.250 -0.373 -3.855
H 4.388 -2.229 -1.977
H 2.958 -0.343 -0.597
C -5.358 0.282 -0.291
O -4.290 -0.404 0.264
C -4.635 -1.527 1.124
C -3.550 -1.646 2.199
N -2.137 -1.727 1.673
C -2.072 -3.108 1.191
C -0.603 -3.467 0.920
O 0.122 -3.580 2.150
C 1.489 -3.307 2.034
H -5.971 0.780 0.461
H -5.993 -0.422 -0.827
H -4.955 1.071 -0.926
H -4.782 -2.381 0.463
H -5.587 -1.418 1.644
H -3.589 -2.402 2.984
H -3.491 -0.664 2.669
H -1.473 -1.737 2.434
H -2.470 -3.235 0.184
H -2.434 -3.888 1.861
H -0.287 -2.588 0.359
H -0.593 -4.368 0.306
H 1.879 -4.318 1.910
H 1.757 -2.947 3.027
H 1.842 -2.626 1.260
C 2.137 4.205 0.025
C 0.743 4.473 -0.517
C 0.671 5.705 -1.308
O 0.406 3.322 -1.291
H 2.645 4.862 0.731
H 2.687 4.267 -0.914
H 2.267 3.168 0.337
H 0.039 4.695 0.285
H 1.450 6.354 -0.909
H -0.311 6.177 -1.283
H 1.120 5.685 -2.301
H 0.363 2.574 -0.691
```

For the largest force on an atom, the calculation gives 3.23 eV/A. As for the spin multiplicity: 5. The total energy is -73749.38863 eV.


2.
The following is a quantum chemistry calculation of a structure of composition C11H29GaN3S2 at a distorted geometry, from the OMol25 dataset.

```
46
Properties=species:S:1:pos:R:3
Ga 0.024 -0.063 -0.030
S -0.691 -2.297 0.112
S -0.728 2.153 0.148
C 0.807 -3.394 0.164
C -1.120 -2.460 -1.698
C -0.648 -1.309 -2.572
N -1.066 -0.062 -1.871
C -0.701 1.219 -2.550
C -1.229 2.332 -1.648
H -2.222 -2.536 -1.687
H -0.693 -3.415 -2.013
H -1.073 -1.327 -3.594
H 0.459 -1.270 -2.663
H -1.125 1.243 -3.577
H 0.408 1.235 -2.640
H -2.335 2.334 -1.611
H -0.872 3.315 -1.968
C 0.723 3.300 0.157
H -2.094 -0.079 -1.697
H 1.523 3.091 -0.568
H 1.150 3.380 1.164
H 0.251 4.259 -0.094
H 1.170 -3.463 1.197
H 1.625 -3.098 -0.506
H 0.404 -4.367 -0.139
C -3.710 -0.060 0.713
C -3.153 -0.046 1.935
H -3.946 -0.998 0.191
H -4.022 0.860 0.204
H -2.945 -0.973 2.500
H -3.001 0.888 2.497
N 0.285 -0.134 2.133
C 1.398 0.735 2.587
C 2.738 0.314 2.006
C 2.797 -0.520 0.728
N 1.998 0.128 -0.378
H 0.430 -1.107 2.436
H -0.642 0.112 2.524
H 1.141 1.772 2.344
H 1.437 0.678 3.677
H 3.364 1.206 1.882
H 3.271 -0.261 2.775
H 3.831 -0.603 0.367
H 2.413 -1.541 0.876
H 2.187 -0.304 -1.292
H 2.181 1.131 -0.521
```

For the largest force on an atom, the calculation gives 1.44 eV/A. The total energy is -90367.87800 eV. The charge is +3.


3.
The following is a quantum chemistry calculation of a structure of composition C11H30Cl2CoOP3 at a distorted geometry, from the OMol25 dataset.

```
48
Properties=species:S:1:pos:R:3
C 3.317 -0.532 -0.286
C 2.008 0.192 -0.056
H 4.075 -0.024 0.322
H 3.609 -0.434 -1.351
H 3.307 -1.604 -0.044
O 2.008 1.397 0.180
Cl 1.187 -2.084 -1.597
Co 0.136 -0.471 -0.254
P 0.093 0.621 -2.295
C -0.474 2.369 -2.224
C 1.647 0.856 -3.239
H 1.381 1.382 -4.170
H -0.810 0.489 -4.544
H 2.097 -0.115 -3.480
H -0.788 -1.119 -3.748
H 0.179 2.967 -1.583
H 2.362 1.460 -2.667
C -1.001 -0.055 -3.608
H -0.417 2.758 -3.253
H -2.051 0.051 -3.319
H -1.502 2.468 -1.867
P 0.242 -2.002 1.319
C -0.412 -1.402 2.917
C -0.732 -3.549 1.128
H 2.322 -3.228 1.043
H 1.660 -3.335 2.708
H 2.528 -1.856 2.174
C 1.857 -2.664 1.858
H -0.584 -3.940 0.118
H -0.399 -4.292 1.865
H -0.271 -2.181 3.681
H -1.479 -1.175 2.823
H -1.796 -3.337 1.268
H 0.123 -0.497 3.223
Cl -1.853 -1.398 -0.874
C -1.924 1.333 2.679
P -1.089 1.152 1.025
C -2.722 1.393 0.124
C -0.230 2.766 1.219
H -2.692 0.574 2.860
H -2.419 2.316 2.656
H -1.212 1.334 3.511
H -3.348 0.585 0.487
H -3.167 2.357 0.369
H -2.620 1.274 -0.949
H -0.926 3.541 1.565
H 0.530 2.579 1.994
H 0.253 3.081 0.292
```

The value obtained for the energy above the lowest of the compared OMol25 structures with the same formula, charge and spin is 0.0 kcal/mol. For the largest force on an atom, the calculation gives 4.26 eV/A. As for the spin multiplicity: 5. The total energy is -104462.10760 eV. The charge is +2.


4.
The following is a quantum chemistry calculation of a structure of composition C11H30Cl2O2P3Pt at a distorted geometry, from the OMol25 dataset.

```
49
Properties=species:S:1:pos:R:3
C -0.983 0.509 -4.443
C 0.103 -0.424 -4.021
H -1.966 0.615 -3.887
H -1.205 -0.016 -5.369
H -0.641 1.522 -4.548
O -0.185 -0.999 -2.841
Cl 1.245 -1.232 -5.027
Pt 0.805 0.188 -0.229
P 0.938 -2.148 -0.642
C -0.265 -2.866 0.494
C 0.741 -3.298 -2.051
H 0.988 -4.342 -1.724
H 2.654 -3.730 -0.232
H 1.391 -2.933 -2.854
H 3.323 -2.172 -0.856
H -1.247 -2.386 0.368
H -0.303 -3.263 -2.355
C 2.609 -2.630 -0.148
H -0.353 -3.926 0.226
H 2.813 -2.308 0.883
H 0.043 -2.779 1.546
P 0.636 2.380 -0.666
C -0.502 3.172 0.474
C 2.305 3.077 -0.474
H 0.849 2.539 -3.049
H 0.070 4.016 -2.383
H -0.854 2.495 -2.544
C 0.131 2.912 -2.315
H 2.976 2.547 -1.166
H 2.327 4.153 -0.688
H -0.849 4.145 0.097
H -0.015 3.324 1.448
H 2.636 2.905 0.554
H -1.368 2.521 0.630
Cl 2.523 0.242 1.165
C 0.095 -0.547 3.577
P -1.478 -0.082 2.835
C -2.741 -1.327 3.128
C -1.960 1.459 3.623
O -1.363 0.045 1.300
H 0.373 -1.541 3.215
H -0.092 -0.542 4.662
H 0.839 0.190 3.303
H -2.930 -1.365 4.225
H -3.636 -1.100 2.546
H -2.358 -2.297 2.787
H -1.085 2.112 3.701
H -2.749 1.984 3.070
H -2.286 1.202 4.656
```

For the largest force on an atom, the calculation gives 6.22 eV/A. As for the spin multiplicity: 5. The total energy is -72115.21577 eV. The charge is +3.


5.
The following is a quantum chemistry calculation of a structure of composition C11H30InO14P3 at a distorted geometry, from the OMol25 dataset.

```
59
Properties=species:S:1:pos:R:3
In -0.420 -2.542 -1.176
C 7.221 -4.923 0.145
C 5.865 -4.358 -0.322
O 5.600 -3.135 -0.196
O 5.042 -5.108 -0.958
H 8.047 -4.710 -0.534
H 7.073 -5.993 0.291
H 7.314 -4.502 1.146
C 2.031 6.184 3.842
O 2.120 5.085 2.967
P 0.660 4.416 2.624
O 0.562 3.134 1.879
O -0.082 4.396 4.095
C -1.378 4.003 4.211
O -0.095 5.715 1.984
C -0.518 5.726 0.559
H 2.850 6.012 4.541
H 1.169 6.199 4.509
H 2.128 7.088 3.241
H -1.490 3.186 4.925
H -1.900 3.662 3.317
H -1.926 4.892 4.522
H -0.052 6.482 -0.072
H -1.593 5.893 0.496
H -0.257 4.814 0.022
C 2.977 2.070 -7.882
O 4.015 1.118 -7.640
P 4.455 0.799 -6.136
O 3.300 0.540 -5.214
O 5.355 2.136 -5.767
C 5.556 2.399 -4.394
O 5.601 -0.372 -6.265
C 5.360 -1.610 -6.770
H 2.284 2.337 -7.085
H 2.384 1.701 -8.719
H 3.452 2.984 -8.238
H 5.028 3.328 -4.180
H 6.624 2.609 -4.324
H 5.249 1.697 -3.619
H 6.031 -2.272 -6.223
H 5.673 -1.475 -7.806
H 4.376 -2.046 -6.599
C -8.548 -3.678 1.762
O -7.943 -3.073 2.847
P -6.563 -3.608 3.482
O -5.400 -3.881 2.579
O -7.027 -4.975 4.240
C -7.152 -6.255 3.590
O -6.215 -2.506 4.626
C -7.169 -2.202 5.606
H -9.195 -2.934 1.296
H -9.053 -4.618 1.981
H -7.754 -3.772 1.021
H -6.977 -6.176 2.517
H -8.173 -6.634 3.648
H -6.385 -6.902 4.016
H -7.316 -1.122 5.576
H -6.711 -2.497 6.550
H -8.114 -2.726 5.465
```

The value obtained for the energy above the lowest of the compared OMol25 structures with the same formula, charge and spin is 137.7 kcal/mol. For the largest force on an atom, the calculation gives 5.33 eV/A. The total energy is -73580.67304 eV. The charge is +2.


6.
The following is a quantum chemistry calculation of a cluster of 7 separate species, C11H31N2O6S in total, from the OMol25 dataset.

```
51
Properties=species:S:1:pos:R:3
C -1.857 -2.324 3.238
C -1.724 -1.711 1.893
C -0.516 -1.807 1.167
C -0.395 -1.260 -0.086
C -1.517 -0.575 -0.576
S -1.564 0.200 -2.143
N -2.591 -0.523 0.194
N -2.760 -1.076 1.386
H -2.873 -2.227 3.599
H -1.627 -3.385 3.170
H -1.143 -1.865 3.915
H 0.312 -2.328 1.623
H 0.506 -1.326 -0.676
H -0.463 0.968 -2.040
H -3.396 -0.013 -0.156
C 3.500 -0.917 -1.758
O 2.372 -0.244 -1.173
H 3.550 -1.915 -1.330
H 3.386 -0.995 -2.840
H 4.416 -0.375 -1.523
H 2.344 0.642 -1.549
C 5.902 0.492 0.941
O 4.808 1.336 0.584
H 6.820 1.065 0.851
H 5.802 0.144 1.972
H 5.962 -0.371 0.271
H 4.004 0.817 0.669
C -0.377 4.283 -2.766
O 0.667 3.571 -2.088
H -1.317 4.020 -2.289
H -0.232 5.360 -2.686
H -0.412 3.993 -3.819
H 1.496 3.812 -2.510
C -2.047 -0.807 -6.350
O -0.825 -0.130 -6.066
H -2.159 -0.832 -7.430
H -2.028 -1.834 -5.975
H -2.904 -0.280 -5.921
H -0.716 -0.104 -5.114
C -1.079 -3.891 6.415
O -0.438 -2.671 6.039
H -1.660 -4.234 5.562
H -0.347 -4.658 6.672
H -1.754 -3.738 7.258
H 0.072 -2.367 6.795
C -2.838 3.357 0.978
O -1.710 3.874 0.283
H -3.369 4.199 1.411
H -3.518 2.830 0.298
H -2.535 2.682 1.785
H -1.229 3.138 -0.105
```

For the largest force on an atom, the calculation gives 0.93 eV/A. The total energy is -38000.38981 eV. The charge is +1.


7.
The following is a quantum chemistry calculation of a cluster of 4 separate species, C11H31O16P3S in total at a distorted geometry, from the OMol25 dataset.

```
62
Properties=species:S:1:pos:R:3
C -4.449 4.399 2.233
O -5.570 3.866 1.643
P -6.114 2.392 1.857
O -7.468 2.389 2.479
O -6.104 1.733 0.366
C -4.880 1.514 -0.271
O -4.954 1.465 2.610
C -5.188 0.111 2.949
H -4.255 3.997 3.228
H -4.786 5.405 2.480
H -3.646 4.253 1.511
H -4.566 0.471 -0.211
H -4.005 2.039 0.114
H -5.104 1.524 -1.337
H -6.202 -0.173 2.671
H -4.992 0.059 4.020
H -4.619 -0.600 2.350
C 1.034 8.321 -1.935
O 1.315 7.074 -1.278
P 1.426 5.676 -2.050
O 1.599 4.456 -1.252
O 2.602 5.948 -3.166
C 3.363 4.854 -3.616
O 0.184 5.723 -3.079
C -0.044 4.698 -3.968
H 1.793 9.007 -1.560
H 0.176 8.829 -1.495
H 1.133 8.320 -3.021
H 3.501 5.058 -4.678
H 2.833 3.920 -3.428
H 4.329 4.814 -3.114
H 0.246 3.753 -3.508
H 0.409 4.726 -4.958
H -1.122 4.561 -4.055
C 4.791 -9.360 -1.728
O 3.662 -8.811 -1.005
P 3.281 -7.295 -1.413
O 3.781 -6.839 -2.821
O 4.053 -6.414 -0.310
C 5.494 -6.483 -0.355
O 1.686 -7.149 -1.145
C 1.079 -7.100 0.144
H 4.361 -10.231 -2.223
H 5.715 -9.444 -1.156
H 5.163 -8.747 -2.549
H 5.964 -7.414 -0.038
H 5.776 -5.825 0.466
H 5.900 -5.988 -1.237
H 1.767 -6.969 0.979
H 0.392 -7.923 0.342
H 0.417 -6.235 0.111
O 0.912 -2.694 4.326
S -0.300 -1.891 4.088
O -1.471 -2.427 4.665
O -0.153 -0.310 4.459
C -0.036 0.542 3.404
C 0.064 -0.284 2.132
O -0.489 -1.521 2.460
H -0.947 1.140 3.371
H 0.779 1.266 3.372
H 1.075 -0.363 1.732
H -0.589 0.188 1.399
```

Its SMILES is COP(=O)(OC)OC.COP(=O)(OC)OC.COP(=O)(OC)OC.O=S1(=O)OCCO1. For the largest force on an atom, the calculation gives 4.93 eV/A. The total energy is -83374.09547 eV.


8.
The following is a quantum chemistry calculation of a structure of composition C11H33AsF6O5 at a distorted geometry, from the OMol25 dataset.

```
56
Properties=species:S:1:pos:R:3
O 0.509 0.176 0.794
H -0.366 0.570 0.806
H 0.568 -0.731 1.102
H 0.981 0.331 -0.027
As 0.012 -2.013 3.898
F 0.040 -2.095 5.678
F 1.747 -1.490 3.962
F -0.007 -1.840 2.100
F -1.775 -2.272 3.927
F -0.385 -0.231 3.873
F 0.484 -3.732 3.756
C -2.859 3.508 1.217
C -2.752 2.114 0.572
O -1.904 1.285 1.380
H -1.854 3.921 1.298
H -3.300 3.448 2.212
H -3.421 4.248 0.647
H -2.492 2.059 -0.485
H -3.761 1.703 0.599
H -2.387 1.016 2.165
C 0.761 2.699 -3.172
C 1.393 2.612 -1.818
C 0.410 3.212 -0.783
O 1.615 1.317 -1.339
H -0.216 2.217 -3.150
H 1.437 2.142 -3.822
H 0.579 3.715 -3.524
H 2.328 3.161 -1.705
H 0.759 3.002 0.228
H -0.612 2.839 -0.858
H 0.465 4.287 -0.958
H 2.155 0.747 -1.892
C -2.501 -1.631 -0.036
C -2.044 -1.372 -1.521
C -3.224 -1.194 -2.414
O -1.295 -0.166 -1.551
H -3.120 -2.497 0.197
H -3.037 -0.807 0.436
H -1.663 -1.648 0.660
H -1.476 -2.233 -1.872
H -4.130 -0.956 -1.857
H -3.463 -2.114 -2.946
H -2.958 -0.370 -3.077
H -0.746 -0.076 -2.333
C 3.585 -3.412 -0.485
C 3.097 -2.300 0.428
C 4.075 -1.099 0.410
O 1.920 -1.742 -0.223
H 3.504 -3.075 -1.519
H 2.920 -4.272 -0.400
H 4.583 -3.772 -0.235
H 2.923 -2.605 1.460
H 3.740 -0.368 1.145
H 4.160 -0.579 -0.544
H 5.085 -1.426 0.660
H 1.913 -2.209 -1.061
```

The value obtained for the energy above the lowest of the compared OMol25 structures with the same formula, charge and spin is 7.5 kcal/mol. For the largest force on an atom, the calculation gives 2.77 eV/A. The total energy is -99325.00778 eV.


9.
The following is a quantum chemistry calculation of a structure of composition C11H33N5O7P3Yb at a distorted geometry, from the OMol25 dataset.

```
60
Properties=species:S:1:pos:R:3
Yb -0.677 1.168 0.823
C 0.008 -3.899 -0.624
N 0.359 -2.469 -0.463
C 1.122 -2.234 0.770
P -0.590 -1.308 -1.046
O -1.497 -0.595 -0.049
O 0.405 -0.130 -1.573
P 1.600 0.901 -1.183
O 1.384 1.202 0.295
N 3.014 0.243 -1.487
C 3.404 -0.161 -2.848
C 4.024 -0.031 -0.448
N 1.302 2.088 -2.220
C 2.365 3.051 -2.584
C -0.039 2.693 -2.264
N -1.369 -1.839 -2.325
C -2.815 -1.635 -2.536
C -0.642 -2.378 -3.485
H 0.918 -4.460 -0.832
H -0.692 -4.052 -1.437
H -0.441 -4.274 0.297
H 0.500 -2.412 1.649
H 1.535 -1.227 0.814
H 1.969 -2.917 0.796
H 2.612 0.042 -3.566
H 3.624 -1.229 -2.854
H 4.296 0.387 -3.151
H 3.693 0.338 0.518
H 4.955 0.469 -0.713
H 4.203 -1.105 -0.387
H 3.348 2.609 -2.456
H 2.294 3.945 -1.963
H 2.242 3.329 -3.629
H -0.808 1.993 -1.928
H -0.298 2.951 -3.290
H -0.073 3.591 -1.649
H -3.265 -1.132 -1.687
H -3.302 -2.600 -2.670
H -2.960 -1.030 -3.431
H 0.428 -2.436 -3.292
H -0.809 -1.729 -4.345
H -1.001 -3.380 -3.718
C -2.961 -0.326 3.439
P -1.550 0.571 4.014
C -2.097 2.120 4.665
C -0.824 -0.367 5.323
O -0.514 0.775 2.866
H -3.688 -0.435 4.247
H -2.646 -1.317 3.111
H -3.448 0.200 2.617
H -2.636 1.950 5.600
H -2.766 2.626 3.967
H -1.231 2.752 4.869
H -1.555 -0.531 6.117
H 0.029 0.176 5.730
H -0.486 -1.331 4.943
O -2.572 2.108 0.850
N -2.022 3.265 1.189
O -2.613 4.133 1.708
O -0.747 3.298 0.915
```

The value obtained for the energy above the lowest of the compared OMol25 structures with the same formula, charge and spin is 0.0 kcal/mol. For the largest force on an atom, the calculation gives 1.93 eV/A. As for the spin multiplicity: 2. The total energy is -93114.76254 eV. The charge is +2.